Computed, not measured: a 10-piece molecular cluster, C45H108N2O12PS10 overall, with the ωB97M-V functional and the def2-TZVPD basis.

XYZ file:
```
178
Properties=species:S:1:pos:R:3:lowdin_charge:R:1
C 3.525 -4.261 0.447 -0.1403
C 2.101 -4.470 -0.139 -0.2387
C 1.696 -3.418 -1.232 -0.2125
C 2.834 -2.472 -1.688 -0.1994
C 2.233 -1.396 -2.681 -0.1907
C 2.618 0.072 -2.297 -0.1879
C 1.359 0.987 -2.140 -0.2001
C 1.226 1.565 -0.695 -0.2083
C -0.253 1.881 -0.362 -0.2240
C -0.477 2.239 1.137 -0.1998
C -0.618 0.917 1.977 -0.1940
C -2.054 0.813 2.552 -0.1997
C -2.528 -0.678 2.672 -0.1830
C -3.101 -1.087 1.282 -0.2062
C -3.883 -2.421 1.334 -0.1403
C -4.463 -2.888 -0.069 -0.3239
C -4.426 -4.432 0.045 -0.1313
C -4.784 -5.280 -1.205 -0.3880
C -5.701 -4.649 -2.280 -0.0915
C -3.480 -5.806 -1.908 -0.0657
C -3.843 -2.205 -1.312 -0.0295
N -4.943 -1.576 -2.064 0.1684
C -6.076 -1.532 -1.470 -0.1294
C -7.325 -0.943 -2.080 -0.0029
C -6.972 -0.381 -3.477 -0.4568
O -6.704 -1.194 -4.329 0.1058
N -6.892 0.981 -3.793 -0.1296
C -5.524 1.397 -4.171 -0.0307
C -7.488 1.859 -2.770 -0.0602
C -5.859 -2.128 -0.067 -0.2282
P -7.330 -2.778 0.853 0.3064
O -7.168 -2.571 2.499 -0.2056
O -8.617 -1.789 0.428 -0.2234
S -7.838 -4.595 0.518 0.4243
H 3.706 -3.226 0.761 0.0572
H 4.298 -4.497 -0.299 0.0598
H 3.706 -4.897 1.329 0.0693
H 1.380 -4.425 0.692 0.0910
H 2.064 -5.487 -0.556 0.0926
H 1.318 -3.967 -2.109 0.1054
H 0.876 -2.806 -0.814 0.0930
H 3.266 -1.912 -0.851 0.0924
H 3.601 -3.022 -2.247 0.1133
H 1.142 -1.550 -2.698 0.0817
H 2.596 -1.587 -3.701 0.1003
H 3.288 0.444 -3.084 0.1010
H 3.171 0.118 -1.347 0.0949
H 0.431 0.427 -2.333 0.0879
H 1.454 1.835 -2.839 0.1059
H 1.571 0.766 -0.009 0.1082
H 1.838 2.462 -0.535 0.1172
H -0.893 1.004 -0.590 0.0917
H -0.578 2.689 -1.038 0.1105
H 0.393 2.835 1.455 0.1108
H -1.381 2.874 1.200 0.0607
H -0.421 0.094 1.269 0.0883
H 0.161 0.891 2.752 0.1120
H -2.124 1.343 3.514 0.1141
H -2.714 1.331 1.835 0.0945
H -1.607 -1.253 2.861 0.1169
H -3.253 -0.798 3.488 0.1074
H -3.766 -0.264 0.947 0.1104
H -2.234 -1.112 0.603 0.1009
H -4.676 -2.303 2.089 0.1018
H -3.192 -3.171 1.749 0.1291
H -5.005 -4.693 0.944 0.0979
H -3.383 -4.689 0.307 0.1272
H -5.289 -6.195 -0.846 0.1260
H -6.566 -4.083 -1.910 0.0247
H -6.117 -5.475 -2.882 0.0944
H -5.132 -4.042 -3.009 0.0767
H -2.948 -6.410 -1.169 0.0425
H -3.832 -6.449 -2.731 0.0882
H -2.884 -4.969 -2.295 0.0770
H -3.573 -3.060 -1.966 0.1174
H -2.889 -1.672 -1.256 0.1399
H -4.675 -1.261 -2.991 0.1651
H -8.012 -1.794 -2.244 0.1560
H -7.853 -0.256 -1.411 0.1075
H -5.564 1.873 -5.161 0.0917
H -5.192 2.185 -3.474 0.0938
H -4.797 0.577 -4.186 0.0779
H -7.545 2.902 -3.098 0.0930
H -8.489 1.468 -2.530 0.0934
H -6.899 1.769 -1.832 0.0936
H -5.639 -1.186 0.495 0.1335
H -6.997 -1.627 2.653 0.0729
H -8.828 -1.248 1.201 0.0726
C -5.359 5.566 -6.817 -0.2687
S -6.131 6.222 -5.329 0.8093
O -5.781 5.303 -4.206 -0.5765
C -7.824 5.849 -5.818 -0.2717
H -4.281 5.661 -6.711 0.0519
H -5.624 4.515 -6.939 0.0518
H -5.691 6.142 -7.682 0.0561
H -7.928 4.780 -6.004 0.0543
H -8.075 6.415 -6.715 0.0554
H -8.486 6.145 -5.005 0.0497
C -4.322 5.918 1.374 -0.2716
S -2.766 6.059 0.478 0.8236
O -1.883 4.949 0.946 -0.5588
C -2.214 7.562 1.297 -0.2656
H -4.824 5.010 1.044 0.0423
H -4.128 5.860 2.445 0.0576
H -4.949 6.781 1.150 0.0534
H -2.157 7.400 2.373 0.0649
H -2.909 8.373 1.076 0.0575
H -1.229 7.819 0.917 0.0335
C 8.685 -2.664 1.713 -0.2781
S 7.817 -3.633 0.473 0.8195
O 6.421 -3.112 0.390 -0.5668
C 7.760 -5.156 1.435 -0.2715
H 8.798 -1.650 1.338 0.0540
H 8.107 -2.649 2.639 0.0608
H 9.670 -3.092 1.886 0.0074
H 7.243 -4.977 2.378 0.0560
H 8.777 -5.504 1.621 0.0499
H 7.219 -5.904 0.858 0.0455
C -0.585 9.746 -1.260 -0.2808
S -0.156 11.189 -0.269 0.8115
O -0.661 10.943 1.114 -0.5650
C -1.311 12.310 -1.072 -0.2849
H -0.003 8.898 -0.902 0.0427
H -1.649 9.526 -1.156 0.0475
H -0.341 9.936 -2.305 0.0539
H -2.327 11.922 -0.979 0.0568
H -1.042 12.416 -2.122 0.0533
H -1.242 13.278 -0.585 0.0318
C 0.216 -9.788 -1.299 -0.2599
S -1.149 -8.721 -1.785 0.8083
O -1.081 -7.504 -0.921 -0.5727
C -2.449 -9.774 -1.128 -0.2621
H 1.147 -9.299 -1.581 0.0499
H 0.194 -9.945 -0.221 0.0401
H 0.133 -10.742 -1.821 0.0576
H -2.293 -9.933 -0.060 0.0155
H -2.443 -10.729 -1.654 0.0605
H -3.406 -9.278 -1.289 0.0439
C -2.158 -11.215 4.197 -0.2672
S -1.135 -10.521 2.889 0.8248
O -1.655 -11.053 1.594 -0.5650
C 0.348 -11.458 3.291 -0.2647
H -3.157 -10.792 4.108 0.0509
H -2.209 -12.298 4.091 0.0601
H -1.737 -10.948 5.166 0.0545
H 0.135 -12.526 3.244 0.0607
H 0.689 -11.184 4.289 0.0551
H 1.117 -11.207 2.563 0.0485
C 13.790 -3.665 0.824 -0.2688
S 12.540 -3.168 2.022 0.8192
O 11.557 -2.306 1.304 -0.5637
C 13.609 -2.081 2.974 -0.2623
H 13.322 -4.327 0.098 0.0493
H 14.183 -2.785 0.316 0.0582
H 14.592 -4.197 1.337 0.0530
H 14.016 -1.303 2.327 0.0612
H 14.418 -2.663 3.417 0.0597
H 13.018 -1.624 3.767 0.0208
C 11.884 1.510 5.941 -0.2695
S 13.157 0.361 6.490 0.8071
O 12.707 -1.012 6.120 -0.5617
C 12.850 0.568 8.252 -0.2708
H 11.871 1.508 4.852 0.0496
H 10.911 1.191 6.318 0.0589
H 12.119 2.512 6.300 0.0534
H 11.816 0.309 8.480 0.0586
H 13.054 1.600 8.537 0.0535
H 13.520 -0.098 8.794 0.0505
C 0.537 17.130 -1.157 -0.2692
S 1.581 15.672 -1.322 0.8242
O 0.677 14.498 -1.489 -0.5684
C 2.160 15.660 0.382 -0.2659
H 0.038 17.300 -2.109 0.0496
H -0.208 16.964 -0.379 0.0583
H 1.156 17.993 -0.912 0.0537
H 1.309 15.589 1.061 0.0598
H 2.726 16.571 0.579 0.0539
H 2.806 14.794 0.516 0.0513
```

HOMO-LUMO gap ... 6.377 eV
HOMO ... -9.4 eV
Charge ... +1
Largest force on an atom ... 3.3 eV/A